(1)
ORCA calculation (the ωB97M-V functional and the def2-TZVPD basis) on an isolated molecule of C4H9NO.

## Properties
Kohn-Sham gap   0.38713 hartree
Structure (SMILES)   C[C@H]1N[C@H]1CO
Charge   0
Energy above the lowest of the compared OMol25 structures with the same formula, charge and spin   297.3 kJ/mol
HOMO energy   -9.538 eV

```
15
C4H9NO the ωB97M-V functional and the def2-TZVPD basis
C 0.630 0.716 1.146
C 1.108 0.256 -0.232
N 0.772 -1.149 -0.518
C -0.050 -0.081 -1.088
C -1.371 0.087 -0.321
O -1.498 -0.822 0.845
H 0.511 1.816 1.089
H -0.349 0.106 1.461
H 1.350 0.479 1.920
H 2.039 0.617 -0.696
H 1.382 -1.531 -1.233
H -0.044 0.031 -2.178
H -2.245 -0.170 -0.893
H -1.427 1.161 -0.028
H -0.808 -1.515 0.727
```

***

(2)
ORCA calculation (the ωB97M-V functional and the def2-TZVPD basis) on a cluster of 3 separate species, C34H71N3O8 in total.

## Properties
Kohn-Sham gap   0.31927 hartree
Structure (SMILES)   CCCCCCCCCCCCC[C@@H]1OC(=O)O[C@@]1(CCCO)N=C(C)C.COCCNCCOC.COCCNCCOC
Charge   0
HOMO energy   -8.354 eV

```
116
C34H71N3O8 the ωB97M-V functional and the def2-TZVPD basis
C 4.900 5.357 5.901
C 3.582 4.667 5.466
C 2.781 5.426 4.397
C 1.465 6.085 4.853
C 0.623 5.314 5.874
C 0.221 3.864 5.522
C 0.132 3.503 4.038
C -0.787 2.286 3.756
C -0.022 0.986 3.454
C -0.729 0.091 2.397
C 0.125 -0.139 1.133
C -0.356 0.721 -0.044
C 0.717 0.801 -1.139
C 0.122 0.846 -2.535
O -0.589 -0.381 -2.735
C -0.120 -0.999 -3.839
O -0.316 -2.151 -4.107
O 0.549 -0.123 -4.585
C 1.118 0.943 -3.727
C 2.529 0.435 -3.451
C 3.294 0.060 -4.734
C 3.797 -1.374 -4.659
O 4.814 -1.447 -3.646
N 1.006 2.095 -4.580
C 0.889 3.274 -4.114
C 1.305 3.745 -2.749
C 0.316 4.330 -5.028
H 5.194 6.128 5.193
H 5.689 4.612 5.979
H 4.778 5.791 6.893
H 3.855 3.697 5.047
H 3.003 4.449 6.360
H 3.419 6.234 4.032
H 2.590 4.810 3.520
H 1.637 7.095 5.229
H 0.850 6.224 3.959
H -0.269 5.907 6.082
H 1.180 5.307 6.814
H -0.777 3.713 5.941
H 0.870 3.176 6.064
H 1.130 3.191 3.722
H -0.127 4.355 3.412
H -1.411 2.114 4.633
H -1.421 2.546 2.910
H 0.048 0.377 4.356
H 0.995 1.195 3.126
H -1.020 -0.854 2.852
H -1.665 0.564 2.096
H 0.068 -1.186 0.833
H 1.163 0.135 1.329
H -0.616 1.719 0.314
H -1.265 0.266 -0.438
H 1.296 1.711 -0.968
H 1.424 -0.021 -1.042
H -0.618 1.649 -2.578
H 3.120 1.147 -2.874
H 2.433 -0.455 -2.828
H 4.187 0.683 -4.813
H 2.708 0.224 -5.635
H 2.986 -2.024 -4.324
H 4.187 -1.719 -5.615
H 5.642 -1.719 -4.045
H 0.408 3.869 -2.130
H 1.774 4.724 -2.801
H 1.953 3.044 -2.232
H 0.883 4.327 -5.959
H -0.729 4.118 -5.235
H 0.431 5.321 -4.593
C 3.226 -6.286 5.411
O 3.437 -5.333 4.388
C 3.238 -5.828 3.070
C 2.001 -5.229 2.437
N 0.786 -5.726 3.070
C -0.432 -5.025 2.675
C -0.552 -3.545 3.019
O -0.656 -3.267 4.403
C 0.572 -3.170 5.099
H 3.577 -5.846 6.343
H 2.166 -6.540 5.525
H 3.792 -7.203 5.223
H 3.192 -6.921 3.063
H 4.109 -5.526 2.480
H 1.981 -5.495 1.376
H 2.093 -4.136 2.508
H 0.888 -5.653 4.074
H -1.266 -5.540 3.158
H -0.567 -5.144 1.595
H -1.489 -3.190 2.579
H 0.245 -2.941 2.568
H 1.370 -2.774 4.465
H 0.882 -4.134 5.512
H 0.422 -2.487 5.936
C -3.100 -0.142 -6.486
O -3.576 -1.460 -6.662
C -3.183 -2.362 -5.630
C -4.366 -2.771 -4.781
N -4.845 -1.661 -3.966
C -6.119 -1.903 -3.296
C -7.356 -2.133 -4.158
O -7.776 -0.998 -4.892
C -7.129 -0.801 -6.135
H -3.305 0.406 -7.405
H -3.604 0.372 -5.658
H -2.020 -0.128 -6.307
H -2.385 -1.941 -5.021
H -2.785 -3.254 -6.122
H -4.063 -3.589 -4.121
H -5.143 -3.153 -5.458
H -4.942 -0.844 -4.554
H -6.319 -1.031 -2.668
H -5.999 -2.759 -2.624
H -8.181 -2.367 -3.481
H -7.248 -2.999 -4.823
H -6.848 -1.748 -6.603
H -6.242 -0.169 -6.036
H -7.830 -0.284 -6.792
```

***

(3)
ORCA calculation (the ωB97M-V functional and the def2-TZVPD basis) on a structure of composition C11H11IrNO7S2.

## Properties
Kohn-Sham gap (alpha / beta)   0.30483 / 0.22440 hartree
Charge   +2
Energy above the lowest of the compared OMol25 structures with the same formula, charge and spin   0.3 kJ/mol
Spin multiplicity   6
HOMO energy (alpha / beta)   -15.640 / -16.382 eV

```
33
C11H11IrNO7S2 the ωB97M-V functional and the def2-TZVPD basis
Ir -0.402 -0.652 0.756
O 0.533 3.430 2.044
C 0.442 2.159 1.798
O -0.603 1.552 1.617
C 1.754 1.443 1.770
C 2.965 2.026 2.115
C 4.102 1.235 2.075
C 4.002 -0.086 1.655
C 2.753 -0.581 1.314
N 1.661 0.173 1.402
C 2.449 -1.971 0.829
O 3.391 -2.823 0.566
O 1.281 -2.293 0.683
H -0.324 3.886 2.048
H 3.003 3.068 2.401
H 5.061 1.642 2.366
H 4.894 -0.697 1.609
H 4.300 -2.531 0.711
C -0.782 0.451 -3.236
C -0.638 0.055 -1.807
O 0.343 0.445 -1.104
O -1.485 -0.700 -1.245
H -0.297 -0.310 -3.849
H -0.300 1.408 -3.415
H -1.835 0.483 -3.505
C -4.179 -4.352 1.610
O -4.077 -2.907 1.684
C -2.977 -2.307 1.446
S -1.510 -3.031 0.979
S -2.893 -0.602 1.585
H -3.662 -4.795 2.460
H -3.747 -4.725 0.682
H -5.238 -4.574 1.654
```